Entry A
{
  "formula": "C22H30N4O4",
  "method": "the ωB97M-V functional and the def2-TZVPD basis",
  "species": ["C", "H", "O", "C", "C", "C", "C", "C", "C", "O", "C", "H", "H", "H", "O", "C", "H", "H", "H", "H", "C", "O", "N", "H", "C", "H", "H", "C", "N", "C", "C", "N", "C", "H", "H", "H", "C", "C", "H", "H", "H", "H", "H", "H", "H", "H", "C", "C", "N", "C", "C", "C", "H", "H", "H", "H", "H", "H", "H", "H"],
  "coordinates": [[-0.51, 2.52, 3.50], [0.37, 2.75, 2.89], [-0.27, 1.42, 4.35], [0.07, 0.22, 3.79], [0.10, 0.00, 2.42], [0.50, -1.24, 1.93], [0.88, -2.24, 2.80], [0.82, -2.05, 4.19], [0.39, -0.81, 4.69], [0.36, -0.58, 6.05], [-0.91, -0.25, 6.60], [-0.75, -0.20, 7.67], [-1.65, -1.02, 6.37], [-1.27, 0.71, 6.23], [1.20, -3.13, 4.90], [1.24, -3.13, 6.31], [0.24, -3.05, 6.74], [1.86, -2.32, 6.69], [1.68, -4.09, 6.58], [1.21, -3.19, 2.43], [0.58, -1.48, 0.46], [1.49, -2.09, -0.08], [-0.47, -0.97, -0.23], [-1.14, -0.42, 0.27], [-0.44, -0.83, -1.67], [-0.06, -1.77, -2.08], [-1.45, -0.67, -2.03], [0.52, 0.32, -2.08], [0.61, 0.66, -3.48], [1.38, -0.21, -4.35], [0.54, -1.29, -5.05], [-0.53, -0.65, -5.79], [-1.29, -1.61, -6.57], [-0.61, -2.11, -7.27], [-2.04, -1.08, -7.15], [-1.78, -2.37, -5.96], [-1.38, 0.09, -4.89], [-0.56, 1.17, -4.17], [-1.18, 1.72, -3.46], [-0.20, 1.87, -4.93], [-2.17, 0.58, -5.47], [-1.88, -0.58, -4.15], [1.17, -1.83, -5.75], [0.15, -2.01, -4.31], [2.18, -0.68, -3.78], [1.82, 0.42, -5.13], [0.25, 1.58, -1.29], [-1.02, 1.96, -0.86], [-1.26, 3.05, -0.15], [-0.25, 3.84, 0.15], [1.06, 3.58, -0.25], [1.30, 2.43, -0.98], [2.30, 2.18, -1.30], [1.86, 4.26, 0.01], [-0.49, 4.72, 0.74], [-1.90, 1.37, -1.08], [1.53, -0.02, -1.79], [-0.12, 0.80, 1.74], [-1.37, 2.37, 2.86], [-0.70, 3.36, 4.17]],
  "mulliken_charge": [-0.964, 0.344, -0.470, 0.858, -0.479, 0.231, -1.125, 0.376, 0.908, -0.569, -0.727, 0.275, 0.305, 0.254, -0.424, -0.729, 0.258, 0.289, 0.280, 0.490, 0.293, -0.663, 0.013, 0.459, -1.602, 0.223, 0.296, 0.013, 0.188, -0.988, -0.436, -0.181, -1.078, 0.339, 0.339, 0.369, -0.483, -0.751, 0.320, 0.400, 0.500, 0.200, 0.512, 0.227, 0.438, 0.456, 0.234, 0.073, -0.697, -0.661, -0.356, -0.896, 0.477, 0.441, 0.450, 0.426, 0.885, 0.112, 0.409, 0.323],
  "spin_multiplicity": 1,
  "smiles": "COc1cc(C(=O)NC[C@H](c2cccnc2)N2CCN(C)CC2)cc(OC)c1OC",
  "total_charge": 0
}

***

Entry B
{
  "formula": "C22H30N4O4",
  "method": "the ωB97M-V functional and the def2-TZVPD basis",
  "species": ["C", "H", "O", "C", "C", "C", "C", "C", "C", "O", "C", "C", "H", "C", "N", "C", "O", "C", "H", "H", "H", "C", "H", "C", "H", "H", "H", "H", "H", "H", "H", "H", "H", "C", "O", "N", "H", "C", "C", "H", "H", "H", "H", "C", "H", "H", "C", "N", "C", "C", "C", "N", "H", "H", "H", "H", "H", "H", "H", "H"],
  "coordinates": [[1.15, 4.47, -0.29], [2.05, 5.08, -0.38], [1.57, 3.14, -0.43], [0.63, 2.16, -0.39], [-0.72, 2.36, -0.17], [-1.61, 1.29, -0.13], [-1.14, 0.00, -0.34], [0.21, -0.21, -0.57], [1.11, 0.84, -0.59], [2.45, 0.75, -0.82], [3.06, -0.51, -1.00], [4.44, -0.22, -1.62], [4.39, -0.29, -2.70], [5.50, -1.19, -1.09], [5.65, -1.01, 0.34], [6.91, -0.96, 0.86], [7.89, -1.16, 0.17], [7.01, -0.65, 2.34], [6.57, -1.46, 2.93], [8.06, -0.57, 2.60], [6.50, 0.28, 2.58], [4.45, -0.73, 1.09], [4.33, 0.35, 1.25], [3.23, -1.25, 0.34], [3.33, -2.32, 0.16], [2.34, -1.09, 0.95], [4.50, -1.22, 2.07], [6.47, -0.99, -1.54], [5.22, -2.22, -1.32], [4.71, 0.80, -1.35], [2.46, -1.12, -1.69], [0.55, -1.23, -0.73], [-1.80, -0.85, -0.35], [-3.04, 1.62, 0.10], [-3.50, 2.71, -0.17], [-3.80, 0.63, 0.65], [-3.38, -0.25, 0.92], [-5.19, 0.83, 0.97], [-5.46, 0.35, 2.40], [-6.52, 0.43, 2.63], [-4.91, 0.97, 3.10], [-5.13, -0.68, 2.52], [-5.36, 1.91, 0.90], [-6.11, 0.16, -0.07], [-7.12, 0.56, 0.05], [-5.75, 0.44, -1.06], [-6.20, -1.37, 0.02], [-4.96, -2.04, -0.26], [-4.48, -2.41, -1.46], [-3.27, -3.02, -1.24], [-3.09, -2.96, 0.15], [-4.12, -2.36, 0.72], [-2.28, -3.32, 0.74], [-2.61, -3.45, -1.97], [-5.03, -2.23, -2.37], [-6.52, -1.67, 1.02], [-6.94, -1.72, -0.71], [-1.13, 3.35, -0.03], [0.69, 4.64, 0.69], [0.44, 4.75, -1.07]],
  "mulliken_charge": [-0.956, 0.226, -0.454, 0.907, -0.487, -0.404, -0.618, -0.619, 0.907, -0.484, 0.052, -0.692, 0.438, -1.019, 0.193, 0.865, -0.664, -1.245, 0.322, 0.334, 0.308, -1.041, 0.366, -0.817, 0.385, 0.579, 0.561, 0.504, 0.245, 0.291, 0.341, 0.389, 0.211, 0.281, -0.716, -0.137, 0.362, -0.096, -1.645, 0.341, 0.441, 0.388, 0.598, -0.699, 0.421, 0.344, -1.022, 0.785, -0.234, -0.592, -0.325, -0.876, 0.476, 0.435, 0.446, 0.357, 0.417, 0.570, 0.370, 0.386],
  "spin_multiplicity": 1,
  "smiles": "COc1cc(C(=O)N[C@H](C)CCn2cccn2)ccc1OC1CCN(C(C)=O)CC1",
  "total_charge": 0
}

***

Which one sits at the top of the stability order? entry B does.

***

Entry A
{
  "formula": "C4H6NO2",
  "method": "the ωB97M-V functional and the def2-TZVPD basis",
  "species": ["C", "C", "C", "C", "N", "O", "O", "H", "H", "H", "H", "H", "H"],
  "coordinates": [[-0.99, 0.30, -0.75], [0.08, -0.53, -0.37], [-0.42, 1.51, -0.60], [3.77, 0.34, 0.35], [1.14, 0.20, -0.01], [0.81, 1.47, -0.16], [4.70, 0.88, 0.66], [-1.96, 0.17, -1.06], [0.19, -1.66, -0.15], [-0.82, 2.52, -0.62], [1.21, -0.68, -4.79], [2.14, -0.10, -0.12], [1.25, -0.15, -5.40]],
  "mulliken_charge": [-0.569, -0.091, 0.010, 0.090, 0.207, -0.172, -0.054, 0.472, 0.399, 0.407, -0.076, 0.301, 0.077],
  "spin_multiplicity": 1,
  "total_charge": 1
}

***

Entry B
{
  "formula": "C4H6NO2",
  "method": "the ωB97M-V functional and the def2-TZVPD basis",
  "species": ["C", "C", "C", "C", "N", "O", "O", "H", "H", "H", "H", "H", "H"],
  "coordinates": [[0.07, -1.02, 0.00], [0.66, 0.53, -0.13], [-0.83, -1.19, 1.17], [-0.28, 1.35, -1.18], [1.83, 0.60, 0.18], [0.35, -1.61, -0.99], [2.86, 0.66, 0.70], [-0.39, -0.92, 2.06], [-1.07, -2.27, 1.20], [-1.77, -0.56, 1.12], [0.32, 2.10, -1.69], [-0.57, 0.44, -1.83], [-1.17, 1.88, -0.60]],
  "mulliken_charge": [0.629, 0.350, -1.066, -0.890, 0.596, -0.341, -0.361, 0.416, 0.331, 0.324, 0.350, 0.350, 0.313],
  "spin_multiplicity": 1,
  "smiles": "CC(=O)C(C)=[N+]=O",
  "total_charge": 1
}

***

Which one sits at the top of the stability order? entry A does.

***

Entry A
{
  "formula": "C3H12O3",
  "method": "the ωB97M-V functional and the def2-TZVPD basis",
  "species": ["C", "O", "C", "C", "H", "H", "H", "H", "H", "H", "H", "H", "H", "H", "O", "H", "H", "O"],
  "coordinates": [[0.54, -0.38, -0.30], [1.94, -0.27, 0.04], [0.13, 0.22, -1.66], [-0.83, 1.43, -1.51], [0.37, -1.46, -0.27], [-0.12, 0.14, 0.39], [2.11, 0.65, 0.28], [0.94, 0.58, -2.34], [-0.30, -0.65, -2.27], [-0.27, 2.30, -1.20], [-1.30, 1.49, -2.49], [-1.48, 1.22, -0.65], [-3.04, -3.13, 0.91], [-3.13, -4.24, -0.07], [-2.83, -4.07, 0.83], [2.35, 1.38, 3.11], [2.17, 2.54, 3.96], [2.75, 2.26, 3.24]],
  "mulliken_charge": [-0.390, -0.538, -0.297, -1.088, 0.279, 0.231, 0.283, 0.309, 0.269, 0.296, 0.318, 0.327, 0.315, 0.319, -0.636, 0.318, 0.318, -0.633],
  "spin_multiplicity": 1,
  "smiles": "CCCO.O.O",
  "total_charge": 0
}

***

Entry B
{
  "formula": "C3H12O3",
  "method": "the ωB97M-V functional and the def2-TZVPD basis",
  "species": ["C", "C", "C", "H", "H", "H", "H", "H", "H", "H", "H", "O", "H", "H", "O", "H", "H", "O"],
  "coordinates": [[1.94, 0.14, -0.41], [0.96, 1.09, 0.24], [1.18, 1.74, 1.37], [2.47, 0.43, -1.31], [2.57, -0.38, 0.31], [1.28, -0.71, -0.63], [0.12, 1.21, -0.44], [0.43, 2.40, 1.79], [2.06, 1.60, 1.98], [-1.19, 0.84, 1.41], [-1.73, -0.52, 1.91], [-1.99, 0.35, 1.60], [-0.22, -3.04, -1.18], [-0.55, -1.73, -1.96], [0.16, -2.21, -1.53], [-2.42, -0.40, -0.26], [-2.46, -0.04, -1.76], [-2.62, -0.77, -1.14]],
  "mulliken_charge": [-0.830, -0.017, -0.700, 0.292, 0.290, 0.131, 0.376, 0.332, 0.239, 0.274, 0.349, -0.725, 0.309, 0.326, -0.678, 0.377, 0.309, -0.653],
  "spin_multiplicity": 1,
  "smiles": "C=CC.O.O.O",
  "total_charge": 0
}

***

Which one sits at the top of the stability order? entry B does.

***

Entry A
{
  "formula": "C18H17N3O3S",
  "method": "the ωB97M-V functional and the def2-TZVPD basis",
  "species": ["C", "H", "O", "C", "C", "C", "C", "C", "C", "H", "N", "C", "O", "C", "H", "H", "C", "C", "O", "N", "C", "N", "C", "C", "C", "C", "C", "C", "H", "H", "H", "H", "H", "S", "H", "H", "H", "H", "H", "H", "H", "H"],
  "coordinates": [[-6.65, -2.75, 0.20], [-7.64, -3.15, 0.42], [-6.76, -1.36, 0.30], [-5.66, -0.59, 0.09], [-5.85, 0.79, 0.20], [-4.79, 1.65, -0.01], [-3.53, 1.17, -0.33], [-3.34, -0.20, -0.42], [-4.40, -1.08, -0.22], [-4.22, -2.14, -0.32], [-2.08, -0.74, -0.76], [-0.86, -0.50, -0.23], [0.15, -0.92, -0.76], [-0.82, 0.26, 1.09], [-1.76, 0.77, 1.28], [-0.67, -0.48, 1.89], [0.34, 1.26, 1.10], [0.40, 1.96, -0.25], [-0.51, 2.61, -0.72], [1.59, 1.74, -0.86], [2.53, 0.92, -0.28], [3.57, 0.60, -0.90], [4.61, -0.18, -0.43], [5.08, -0.12, 0.89], [6.16, -0.89, 1.27], [6.78, -1.73, 0.35], [6.33, -1.77, -0.95], [5.26, -1.00, -1.35], [4.89, -1.03, -2.36], [6.82, -2.42, -1.67], [7.62, -2.33, 0.66], [6.51, -0.85, 2.29], [4.60, 0.54, 1.60], [1.96, 0.47, 1.35], [1.75, 2.07, -1.81], [0.20, 1.99, 1.90], [-2.06, -1.37, -1.56], [-2.72, 1.85, -0.53], [-4.95, 2.72, 0.06], [-6.83, 1.16, 0.45], [-5.93, -3.15, 0.93], [-6.34, -3.06, -0.81]],
  "mulliken_charge": [-0.805, 0.232, -0.420, 0.579, -0.638, -0.724, -0.320, -0.357, -0.191, 0.497, -0.066, 0.450, -0.678, -0.898, 0.422, 0.430, 0.122, -0.137, -0.641, -0.041, 0.517, -0.581, 0.380, -0.129, -0.722, -0.424, -0.471, -0.439, 0.447, 0.357, 0.373, 0.360, 0.460, -0.273, 0.269, 0.619, 0.300, 0.626, 0.418, 0.445, 0.326, 0.326],
  "spin_multiplicity": 1,
  "smiles": "COc1cccc(NC(=O)C[C@H]2S/C(=N\\c3ccccc3)NC2=O)c1",
  "total_charge": 0
}

***

Entry B
{
  "formula": "C18H17N3O3S",
  "method": "the ωB97M-V functional and the def2-TZVPD basis",
  "species": ["C", "C", "O", "N", "H", "C", "H", "H", "C", "C", "O", "N", "C", "N", "C", "C", "C", "C", "C", "C", "S", "H", "O", "C", "C", "C", "C", "C", "C", "H", "H", "H", "H", "H", "H", "H", "H", "H", "H", "H", "H", "H"],
  "coordinates": [[-7.12, 1.56, 0.76], [-5.91, 0.83, 0.22], [-4.77, 1.23, 0.36], [-6.20, -0.32, -0.44], [-7.15, -0.65, -0.46], [-5.16, -1.15, -1.02], [-4.48, -0.49, -1.57], [-5.63, -1.83, -1.72], [-4.37, -1.93, 0.05], [-2.87, -1.71, -0.06], [-2.07, -2.60, -0.24], [-2.50, -0.40, 0.05], [-1.20, 0.00, -0.04], [-0.83, 1.22, 0.06], [0.52, 1.34, -0.07], [1.25, 2.53, -0.02], [2.61, 2.49, -0.17], [3.28, 1.28, -0.37], [2.58, 0.08, -0.44], [1.21, 0.12, -0.28], [0.07, -1.20, -0.31], [3.08, -0.85, -0.62], [4.64, 1.35, -0.58], [5.46, 0.33, -0.18], [5.23, -0.43, 0.97], [6.14, -1.39, 1.34], [7.29, -1.61, 0.59], [7.52, -0.84, -0.53], [6.62, 0.13, -0.92], [6.78, 0.73, -1.80], [8.42, -1.00, -1.12], [7.99, -2.37, 0.89], [5.96, -1.98, 2.23], [4.34, -0.25, 1.56], [3.20, 3.39, -0.14], [0.73, 3.46, 0.13], [-3.21, 0.33, 0.20], [-4.68, -1.60, 1.04], [-4.55, -3.00, -0.03], [-6.80, 2.48, 1.23], [-7.81, 1.79, -0.05], [-7.64, 0.94, 1.49]],
  "mulliken_charge": [-1.260, 0.698, -0.763, -0.194, 0.246, -0.792, 0.440, 0.409, -0.778, 0.775, -0.643, 0.063, 0.479, -0.668, -0.298, -0.642, -0.727, 0.247, -0.140, 0.604, -0.235, 0.575, -0.442, 0.458, -0.137, -0.585, -0.508, -0.418, -0.623, 0.405, 0.371, 0.375, 0.362, 0.474, 0.435, 0.450, 0.291, 0.336, 0.333, 0.340, 0.349, 0.341],
  "spin_multiplicity": 1,
  "smiles": "CC(=O)NCCC(=O)Nc1nc2ccc(Oc3ccccc3)cc2s1",
  "total_charge": 0
}

***

Which one sits at the top of the stability order? entry B does.